# 1
Entry from OMol25: one molecule with the formula C2H5NO2 (the ωB97M-V functional and the def2-TZVPD basis).

Computed properties:
* structure (SMILES): NCC(=O)O
* spin multiplicity: 1
* calculated total energy: -284.449164 Eh
* gap between HOMO and LUMO: 0.3979 Ha
* maximum force: 1.9 eV Å⁻¹
* relative energy (zero: lowest compared OMol25 entry of this formula, charge and spin): 47.8 kJ/mol

Structure (XYZ):
```
10
Properties=species:S:1:pos:R:3:forces:R:3
O -0.21455 -0.32816 1.41947 -0.242 -0.064 0.233
O 0.30407 -1.68182 -0.29064 -0.168 -0.147 0.086
N -0.55226 1.82472 -0.63418 0.298 -0.059 1.277
C 0.28189 0.63723 -0.70782 1.237 -0.494 -1.410
C 0.07308 -0.48100 0.26444 -0.500 0.419 -0.138
H 1.35827 0.81108 -0.57346 0.076 0.481 0.297
H -0.91232 1.85940 0.31958 -0.359 -0.138 -0.074
H 0.30504 0.25795 -1.73337 -0.509 -0.260 0.118
H 0.08423 -2.33654 0.39008 0.205 -0.047 0.004
H 0.08750 2.60784 -0.60773 -0.038 0.309 -0.393
```
Forces are in eV/Å.

# 2
Entry from OMol25: C6H12CeClI2NOP as an isolated structure (the ωB97M-V functional and the def2-TZVPD basis).

Computed properties:
* spin multiplicity: 2
* calculated total energy: -2237.319214 Eh
* gap between HOMO and LUMO (alpha / beta): 0.2152 / 0.2452 Ha
* total charge: +2
* maximum force: 5.1 eV Å⁻¹
* ⟨S²⟩: 0.775

Structure (XYZ):
```
25
Properties=species:S:1:pos:R:3:forces:R:3
Ce -1.36198 -0.17438 0.50069 0.013 -1.192 -3.027
I -3.15012 1.66388 1.70476 -0.117 0.301 0.204
I -4.49804 -0.28128 -0.54833 0.589 -0.035 0.360
Cl -1.07535 -1.87945 -1.44317 -0.155 1.035 1.310
P -0.09101 1.34048 -1.87123 -0.624 0.557 -1.595
O 1.19307 2.34671 1.63695 -2.632 -3.200 -2.286
N 0.21015 -1.46699 1.74236 1.599 -1.265 1.830
C 0.46643 3.10693 -1.88464 -0.285 -1.074 0.668
C 1.23450 -2.96453 3.54907 0.766 -1.058 1.188
C -1.79173 1.47651 -2.62804 0.436 -0.441 0.855
C 0.79233 -2.12179 2.52200 -2.410 2.062 -2.346
C 0.51192 1.55426 1.14064 2.739 3.381 2.632
C 0.86343 0.69104 -3.32480 -0.002 -0.571 1.097
H 0.53302 -0.34234 -3.49473 0.284 0.278 -0.151
H 1.93126 0.71886 -3.06363 -0.295 -0.126 -0.273
H 0.66551 1.31953 -4.20087 -0.041 -0.067 0.289
H 1.51665 3.10057 -1.58606 -0.077 0.351 -0.044
H -1.62919 2.03696 -3.55973 -0.467 -0.148 0.260
H -2.44574 2.00789 -1.90459 0.152 -0.133 -0.725
H 1.46436 -3.95736 3.13367 -0.043 0.211 0.166
H -2.17443 0.44697 -2.80510 0.151 0.832 -0.122
H 0.41218 -3.04461 4.28371 0.324 -0.041 -0.253
H -0.15590 3.62060 -1.15206 0.214 0.424 -0.122
H 2.12473 -2.56638 4.05246 -0.145 -0.069 -0.135
H 0.33760 3.50725 -2.89403 0.024 -0.011 0.221
```
Forces are in eV/Å.

# 3
Entry from OMol25: C56H41N4O8Pd as an isolated structure (the ωB97M-V functional and the def2-TZVPD basis).

Computed properties:
* spin multiplicity: 1
* calculated total energy: -3107.522938 Eh
* gap between HOMO and LUMO: 0.2194 Ha
* total charge: -1
* maximum force: 0.8 eV Å⁻¹
* relative energy (zero: lowest compared OMol25 entry of this formula, charge and spin): 4.8 kJ/mol

Structure (XYZ):
```
110
Properties=species:S:1:pos:R:3:forces:R:3
Pd 0.10097 0.22287 -1.46266 0.001 0.086 0.039
O 6.35820 -6.33143 -2.05867 -0.024 -0.019 0.007
O 0.00914 -0.73648 1.24966 -0.265 -0.073 -0.084
O -6.26305 -6.03185 0.00222 -0.016 0.007 0.006
O -0.45582 1.38644 1.84368 -0.317 -0.017 -0.101
O -0.82724 -3.35430 5.59139 0.038 0.010 -0.005
O -1.45233 -1.83792 7.21975 0.031 0.013 0.008
O -6.08526 6.75349 -0.28736 0.069 0.064 0.010
O 6.65167 6.49268 -1.18705 -0.037 0.036 0.006
N -1.91145 0.26680 -1.31460 -0.010 -0.014 -0.026
N 2.11561 0.18158 -1.59678 0.058 0.046 -0.059
N 0.14041 2.23894 -1.40135 0.047 0.184 0.153
N 0.06253 -1.78882 -1.54524 0.009 -0.299 0.149
C 4.01016 4.37698 -2.45947 -0.028 -0.013 0.002
C -3.60444 4.67583 -1.90362 -0.016 -0.026 -0.005
C -2.73319 -0.81174 -1.22723 0.039 -0.067 0.029
C -1.02668 -2.57504 -1.31978 0.057 0.084 -0.068
C -4.53970 5.66680 -1.66976 0.000 -0.006 0.002
C -4.10289 -0.37639 -1.12761 -0.025 0.028 -0.009
C 2.57058 2.58603 -1.43680 -0.033 -0.033 0.027
C -5.12240 -4.69463 -1.54175 0.009 -0.005 0.009
C 2.46777 -2.24127 -1.71630 -0.021 0.054 0.033
C -1.22670 -1.17530 6.02678 -0.006 0.002 -0.020
C 7.26570 6.80329 0.04477 0.019 -0.018 0.003
C 3.49970 -3.31624 -1.77892 -0.005 -0.024 -0.069
C 3.65137 3.61105 -1.34989 0.010 0.021 -0.031
C -0.92494 3.06660 -1.21124 0.036 -0.136 0.001
C 4.32381 3.82930 -0.15773 -0.004 0.012 -0.012
C 4.31415 0.82021 -1.73763 0.008 -0.007 -0.028
C -6.48829 -6.42021 1.34001 0.000 -0.015 0.001
C -1.26926 -3.21928 6.93214 -0.013 0.004 -0.001
C -2.25826 2.68597 -1.15608 0.003 -0.011 0.002
C -3.27250 3.74967 -0.91526 -0.046 0.049 -0.014
C -0.62728 -3.95874 -1.25024 -0.049 -0.037 -0.009
C -0.55694 -1.68763 3.77188 -0.003 -0.014 -0.033
C -0.65570 -0.32226 3.47739 -0.276 -0.034 -0.067
C -5.29938 -5.08578 -0.21730 -0.003 -0.014 -0.031
C -4.08489 0.97370 -1.14443 0.007 -0.017 0.009
C -3.37580 -3.16574 -0.86884 -0.003 -0.050 -0.012
C -1.32534 0.16961 5.76787 0.007 -0.015 0.029
C 0.87962 4.38998 -1.09478 0.029 0.045 -0.032
C -3.90147 3.85010 0.31787 0.024 -0.013 -0.017
C 1.25510 3.01812 -1.32501 0.002 -0.077 -0.075
C 3.71942 -4.02893 -2.95851 0.004 -0.012 0.023
C 0.70904 -3.98868 -1.42040 0.030 -0.036 -0.051
C -1.03172 0.57948 4.46317 -0.003 0.001 -0.045
C -4.84599 4.83977 0.56927 0.000 0.016 0.012
C 4.26356 -3.63869 -0.66823 0.014 0.014 -0.011
C -4.51679 -4.52260 0.78120 0.003 0.013 0.035
C 2.90111 -0.92126 -1.72885 0.005 -0.073 0.025
C -0.46576 4.41897 -1.02185 -0.011 0.069 -0.022
C -4.16705 -3.74664 -1.85871 0.013 0.026 0.012
C -0.37183 0.15743 2.03881 0.759 0.146 0.210
C 4.67379 -5.02624 -3.02522 0.000 0.013 0.010
C -5.16383 5.75119 -0.42888 -0.057 -0.029 -0.014
C 4.28423 -0.52638 -1.83176 -0.003 0.002 -0.021
C 5.67377 5.53595 -1.17368 0.019 -0.004 -0.028
C -2.70041 1.37091 -1.22935 0.018 0.018 0.004
C -2.33555 -2.14275 -1.18005 -0.034 0.069 -0.002
C -3.56358 -3.56586 0.44604 -0.010 -0.004 -0.024
C 2.94899 1.25824 -1.58670 -0.021 0.041 -0.008
C 7.09582 -6.71187 -0.91775 0.016 0.003 0.001
C -6.58489 6.98942 1.01134 -0.040 -0.029 -0.005
C 5.23138 -4.63834 -0.71758 -0.007 0.009 0.033
C 5.00818 5.32904 -2.37929 0.018 -0.005 0.021
C 1.13826 -2.62162 -1.58690 -0.010 0.082 -0.056
C 5.33147 4.78503 -0.05785 0.013 -0.019 0.022
C -0.85199 -2.07676 5.05205 -0.016 0.006 0.028
C 5.43484 -5.33458 -1.90073 0.017 0.001 -0.030
H -5.60041 -6.88523 1.77793 0.001 0.004 0.000
H 5.83399 4.92753 0.88801 -0.008 -0.007 0.005
H 7.72822 -7.54059 -1.22630 0.004 0.004 -0.003
H -4.80257 6.38633 -2.43428 0.002 0.000 -0.004
H 3.49055 4.21626 -3.39639 0.005 0.010 -0.004
H 4.10012 -3.09707 0.25561 -0.002 -0.004 0.002
H -0.25794 -2.36975 2.98713 -0.004 -0.012 0.011
H -7.16978 7.90422 0.95223 -0.006 -0.006 -0.005
H -0.51334 -3.63004 7.60736 -0.015 -0.009 0.002
H 5.80776 -4.85869 0.16936 -0.005 0.000 0.002
H -6.78724 -5.56962 1.95895 -0.003 -0.001 0.000
H 7.94258 7.63094 -0.15219 0.003 -0.003 -0.003
H -2.22356 -3.74379 7.05750 -0.002 0.000 -0.003
H -4.63259 -4.81098 1.81605 0.005 0.007 -0.003
H 6.52904 7.10864 0.79304 0.000 0.009 -0.003
H -1.09967 5.27043 -0.83789 -0.015 -0.016 0.010
H -5.31884 4.88743 1.53974 0.014 -0.012 0.007
H -7.29647 -7.14699 1.31367 0.001 0.000 0.001
H 1.36209 -4.84602 -1.42547 0.004 0.003 0.020
H -4.95274 -1.03556 -1.06020 -0.015 0.015 0.019
H 3.12805 -3.78957 -3.83398 -0.001 -0.003 0.000
H -3.63600 3.14453 1.09598 0.001 0.000 0.013
H -4.02601 -3.44615 -2.89007 -0.007 -0.001 -0.001
H 6.43896 -7.04172 -0.10797 -0.001 -0.002 -0.002
H -2.94979 -3.12065 1.22069 -0.005 0.001 0.005
H 5.28960 5.92499 -3.23778 -0.001 -0.001 -0.001
H -5.77435 7.12341 1.73255 0.002 0.015 0.000
H 5.10866 -1.20808 -1.96214 0.015 0.016 0.013
H 4.84788 -5.57951 -3.93895 -0.001 0.000 -0.001
H 4.05042 3.24463 0.71201 0.004 0.001 0.011
H 7.72593 -5.89413 -0.55593 -0.006 0.002 0.003
H 5.16927 1.47505 -1.77519 0.010 -0.006 0.011
H -4.91886 1.65399 -1.09897 -0.013 -0.006 0.024
H -1.29821 -4.78649 -1.08803 0.001 0.003 0.012
H 7.83850 5.95625 0.43360 -0.008 -0.005 0.001
H 1.56866 5.21204 -0.99043 0.013 -0.012 0.015
H -1.09400 1.62049 4.17458 -0.004 0.007 0.013
H -7.23126 6.17365 1.34861 0.017 -0.009 0.004
H -3.11650 4.60974 -2.86865 -0.006 0.013 -0.004
H -5.74135 -5.14901 -2.30460 0.002 0.002 -0.004
H -1.61861 0.86986 6.53920 0.002 -0.001 0.001
```
Forces are in eV/Å.